Record 1
The following is a quantum chemistry calculation of a structure of composition C34H43IrN3P2S2Si2, from the Open Molecules 2025 dataset.

Positions of all 87 atoms, in Å:
Ir (0.15, -0.33, 1.10)
C (-1.39, 4.20, 1.82)
Si (-1.46, 2.34, 1.96)
C (-0.64, 1.85, 3.57)
C (-3.22, 1.77, 1.89)
N (-0.62, 1.54, 0.64)
P (0.65, 1.85, -0.33)
C (1.21, 0.26, -0.67)
P (0.15, -0.76, -1.56)
N (-0.97, -1.08, -0.41)
Si (-1.63, -2.57, 0.25)
C (-0.35, -3.89, 0.59)
C (-2.41, -2.03, 1.86)
C (-2.91, -3.25, -0.92)
C (-0.58, -0.05, -3.04)
C (0.11, -0.08, -4.25)
C (-0.43, 0.55, -5.36)
C (-1.66, 1.19, -5.27)
C (-2.35, 1.21, -4.07)
C (-1.81, 0.59, -2.95)
C (1.01, -2.23, -2.12)
C (0.35, -3.16, -2.93)
C (0.96, -4.36, -3.26)
C (2.24, -4.64, -2.78)
C (2.90, -3.72, -1.98)
C (2.29, -2.52, -1.64)
C (0.23, 2.93, -1.71)
C (-1.00, 3.58, -1.75)
C (-1.28, 4.46, -2.79)
C (-0.35, 4.66, -3.80)
C (0.88, 4.00, -3.76)
C (1.17, 3.15, -2.71)
C (1.97, 2.76, 0.52)
C (3.01, 2.07, 1.14)
C (3.95, 2.76, 1.89)
C (3.85, 4.14, 2.04)
C (2.82, 4.83, 1.41)
C (1.89, 4.14, 0.65)
H (-2.08, 4.62, 2.56)
H (-0.40, 4.59, 2.02)
H (-1.71, 4.56, 0.84)
H (-1.27, 2.04, 4.44)
H (-0.39, 0.79, 3.58)
H (0.30, 2.40, 3.69)
H (-3.82, 2.21, 2.69)
H (-3.67, 2.05, 0.94)
H (-3.29, 0.68, 1.98)
H (0.67, -3.53, 0.46)
H (-0.44, -4.26, 1.62)
H (-0.48, -4.74, -0.08)
H (-1.70, -1.46, 2.48)
H (-3.27, -1.38, 1.69)
H (-2.74, -2.88, 2.46)
H (-2.43, -3.73, -1.78)
H (-3.51, -4.01, -0.41)
H (-3.58, -2.47, -1.28)
H (1.07, -0.58, -4.32)
H (0.10, 0.53, -6.30)
H (-2.08, 1.67, -6.14)
H (-3.31, 1.70, -4.00)
H (-2.34, 0.60, -2.00)
H (-0.63, -2.93, -3.32)
H (0.45, -5.07, -3.89)
H (2.71, -5.57, -3.03)
H (3.90, -3.93, -1.62)
H (2.80, -1.78, -1.03)
H (-1.73, 3.39, -0.98)
H (-2.23, 4.97, -2.83)
H (-0.57, 5.34, -4.61)
H (1.60, 4.17, -4.55)
H (2.13, 2.65, -2.67)
H (3.10, 1.00, 0.99)
H (4.77, 2.23, 2.36)
H (4.58, 4.68, 2.63)
H (2.75, 5.91, 1.51)
H (1.11, 4.69, 0.14)
S (2.00, -1.42, 2.14)
C (1.58, -2.25, 3.56)
N (2.38, -3.12, 4.13)
C (2.03, -3.59, 5.47)
C (0.52, -3.39, 5.59)
S (0.12, -2.03, 4.44)
H (3.31, -3.25, 3.75)
H (2.58, -3.02, 6.22)
H (2.30, -4.64, 5.58)
H (0.23, -3.09, 6.60)
H (-0.04, -4.27, 5.30)

Results
**Charge**: +1
**Orbital gap**: 6.81 eV
**HOMO energy**: -10.0 eV

Results of the Mulliken charge analysis, in e, for atoms 1 through 8:
1. Ir 2.5052
2. C -1.0705
3. Si 0.1570
4. C -0.8264
5. C -0.7462
6. N -0.1497
7. P 0.8641
8. C -1.7608


Record 2
The following is a quantum chemistry calculation of a structure of composition C34H44AsCl2N6OSTi, from the Open Molecules 2025 dataset.

Positions of all 90 atoms, in Å:
Ti (-1.25, 0.21, -1.05)
S (-2.61, 1.81, 0.15)
C (-1.62, 2.94, 1.12)
C (-1.99, 4.29, 1.09)
C (-1.36, 5.22, 1.90)
C (-0.35, 4.82, 2.77)
C (0.03, 3.48, 2.80)
C (-0.58, 2.54, 1.98)
As (-0.13, 0.64, 2.04)
C (1.80, 0.61, 1.70)
C (2.40, -0.65, 1.71)
C (3.76, -0.79, 1.50)
C (4.55, 0.33, 1.27)
C (3.96, 1.59, 1.27)
C (2.59, 1.73, 1.49)
C (-0.01, 0.38, 3.98)
C (1.11, 0.70, 4.73)
C (1.13, 0.46, 6.10)
C (0.02, -0.11, 6.73)
C (-1.10, -0.44, 5.98)
C (-1.11, -0.19, 4.61)
H (-2.80, 4.59, 0.44)
H (-1.67, 6.26, 1.87)
H (0.13, 5.54, 3.42)
H (0.79, 3.17, 3.51)
H (1.80, -1.53, 1.91)
H (4.22, -1.77, 1.52)
H (5.62, 0.23, 1.11)
H (4.57, 2.47, 1.11)
H (2.15, 2.71, 1.50)
H (1.99, 1.12, 4.26)
H (2.01, 0.71, 6.68)
H (0.04, -0.31, 7.79)
H (-1.96, -0.88, 6.46)
H (-2.00, -0.45, 4.03)
N (-3.52, -0.40, -1.49)
C (-4.54, -0.86, -0.51)
C (-4.03, -1.96, 0.39)
N (-2.85, -1.49, 1.12)
H (-3.80, 0.51, -1.83)
H (-3.52, -1.02, -2.28)
H (-5.44, -1.21, -1.02)
H (-4.83, 0.00, 0.10)
H (-3.75, -2.82, -0.21)
H (-4.85, -2.27, 1.04)
H (-2.64, -2.11, 1.90)
H (-3.01, -0.58, 1.52)
C (0.58, -4.79, -1.11)
N (0.55, -3.62, -0.22)
C (-0.27, -3.82, 0.96)
C (0.68, -2.36, -0.74)
N (-0.16, -1.39, -0.39)
N (1.75, -2.14, -1.52)
C (1.94, -0.91, -2.27)
C (2.91, -3.03, -1.55)
H (-0.43, -5.20, -1.21)
H (1.24, -5.56, -0.72)
H (0.91, -4.50, -2.11)
H (0.01, -4.77, 1.41)
H (-1.34, -3.87, 0.72)
H (-0.10, -3.04, 1.69)
H (-0.93, -1.76, 0.18)
H (1.04, -0.32, -2.31)
H (2.22, -1.16, -3.30)
H (2.74, -0.32, -1.81)
H (2.90, -3.69, -0.69)
H (3.81, -2.41, -1.50)
H (2.95, -3.61, -2.47)
Cl (-1.58, -2.52, -2.94)
C (-1.06, -1.49, -4.25)
C (-0.71, -2.08, -5.44)
C (-0.32, -1.29, -6.51)
C (-0.32, 0.09, -6.35)
C (-0.67, 0.66, -5.14)
Cl (-0.67, 2.39, -5.03)
C (-1.02, -0.09, -4.01)
N (-1.28, 0.45, -2.77)
H (-0.76, -3.16, -5.54)
H (-0.05, -1.73, -7.45)
H (-0.05, 0.73, -7.18)
C (-0.36, 3.76, -1.92)
C (0.62, 2.75, -1.45)
C (2.06, 3.12, -1.54)
O (0.33, 1.63, -1.01)
H (-0.29, 4.63, -1.26)
H (-1.37, 3.38, -1.92)
H (-0.08, 4.09, -2.92)
H (2.25, 3.65, -2.47)
H (2.69, 2.25, -1.45)
H (2.29, 3.81, -0.72)

Results
**Energy above the lowest of the compared OMol25 structures with the same formula, charge and spin**: 22.35 kcal/mol
**Charge**: +1
**Orbital gap**: 7.62 eV
**HOMO energy**: -10.1 eV

Results of the Mulliken charge analysis, in e, for atoms 1 through 8:
1. Ti -0.1182
2. S -0.6068
3. C 0.4404
4. C -0.6822
5. C -0.7157
6. C -0.8493
7. C -0.2806
8. C -0.1766


Record 3
The following is a quantum chemistry calculation of a structure of composition C34H44BN7O5S3Tl, from the Open Molecules 2025 dataset.

Positions of all 95 atoms, in Å:
Tl (-4.39, 2.58, 0.89)
C (-3.50, -2.63, 0.29)
C (-2.10, -2.04, 0.48)
C (-1.24, -2.59, 1.46)
C (-0.19, -1.73, 1.94)
N (0.14, -0.66, 1.31)
N (-0.41, -0.48, 0.09)
B (0.16, 0.55, -0.77)
N (-0.15, 0.54, -2.26)
N (0.00, -0.72, -2.79)
C (0.01, -0.76, -4.17)
C (-0.25, 0.38, -4.94)
C (-0.29, 1.64, -4.40)
C (-0.08, 2.94, -5.13)
C (-0.30, 1.65, -2.99)
S (-0.91, 3.09, -2.06)
C (0.08, -2.19, -4.68)
C (1.05, -2.25, -5.92)
C (0.46, -3.17, -3.59)
C (-1.31, -2.57, -5.24)
N (1.50, 1.12, -0.25)
N (2.36, 0.03, -0.54)
C (3.61, 0.45, -0.71)
C (4.06, 1.75, -0.40)
C (3.13, 2.79, -0.36)
C (3.48, 4.22, -0.46)
C (1.79, 2.42, -0.38)
S (0.37, 3.53, -0.47)
C (4.57, -0.69, -1.05)
C (5.70, -0.24, -2.05)
C (3.82, -1.78, -1.74)
C (5.24, -1.13, 0.25)
C (-1.76, -0.80, -0.12)
S (-3.00, 0.13, -0.75)
C (0.43, -1.99, 3.30)
C (-0.66, -2.69, 4.14)
C (0.81, -0.54, 3.85)
C (1.70, -2.82, 3.16)
H (-3.53, -3.61, 0.70)
H (-3.76, -2.64, -0.79)
H (-4.26, -2.04, 0.78)
H (-1.43, -3.56, 1.85)
H (-0.43, 0.28, -5.99)
H (-0.24, 2.67, -6.22)
H (0.89, 3.34, -5.01)
H (-0.83, 3.64, -4.91)
H (1.86, -1.55, -5.63)
H (0.63, -1.88, -6.87)
H (1.52, -3.28, -6.10)
H (1.42, -3.00, -3.16)
H (0.39, -4.19, -3.90)
H (-0.26, -3.04, -2.81)
H (-1.67, -1.87, -6.01)
H (-2.05, -2.70, -4.45)
H (-1.24, -3.55, -5.66)
H (5.10, 2.11, -0.52)
H (4.59, 4.29, -0.61)
H (3.13, 4.77, 0.41)
H (2.95, 4.64, -1.35)
H (5.24, 0.24, -2.92)
H (6.10, -1.15, -2.40)
H (6.41, 0.41, -1.56)
H (3.62, -1.59, -2.79)
H (2.87, -2.02, -1.31)
H (4.41, -2.70, -1.74)
H (5.61, -0.29, 0.89)
H (6.01, -1.89, 0.12)
H (4.42, -1.59, 0.85)
H (-1.61, -2.11, 4.12)
H (-0.35, -2.79, 5.24)
H (-0.83, -3.71, 3.70)
H (-0.07, 0.05, 3.97)
H (1.53, -0.08, 3.13)
H (1.28, -0.69, 4.84)
H (1.61, -3.85, 2.88)
H (2.19, -2.82, 4.12)
H (2.38, -2.28, 2.43)
O (-8.30, 4.18, 2.07)
N (-7.31, 3.94, 1.38)
O (-7.23, 2.85, 0.62)
O (-6.31, 4.68, 1.28)
O (-4.04, -0.62, 3.63)
C (-4.34, 0.59, 3.65)
O (-5.17, 1.22, 2.84)
C (-3.83, 1.55, 4.71)
C (-2.60, 1.21, 5.32)
C (-2.00, 2.03, 6.29)
C (-2.59, 3.28, 6.56)
C (-3.84, 3.58, 6.08)
C (-4.51, 2.75, 5.13)
H (-2.40, 0.14, 5.20)
H (-1.04, 1.76, 6.84)
H (-2.08, 3.99, 7.16)
H (-4.46, 4.44, 6.35)
H (-5.43, 3.09, 4.70)

Results
**Energy above the lowest of the compared OMol25 structures with the same formula, charge and spin**: 83.91 kcal/mol
**Charge**: -1
**Orbital gap (alpha / beta)**: 3.91 / 3.89 eV
**HOMO energy (alpha / beta)**: -3.5 / -3.4 eV

Results of the Mulliken charge analysis, in e, for atoms 1 through 8:
1. Tl 0.7755
2. C -1.8556
3. C 0.1848
4. C -0.9173
5. C -0.0895
6. N -0.2375
7. N 0.7703
8. B -1.0166


Record 4
The following is a quantum chemistry calculation of a structure of composition C34H44CdN2O9SSi, from the Open Molecules 2025 dataset.

Positions of all 92 atoms, in Å:
Cd (-1.67, 0.79, -1.02)
C (1.34, 4.45, -0.20)
O (0.59, 5.01, 0.87)
C (-0.52, 4.38, 1.41)
C (-0.79, 4.78, 2.70)
C (-1.94, 4.37, 3.38)
C (-2.84, 3.57, 2.72)
C (-2.60, 3.12, 1.41)
C (-3.65, 2.37, 0.77)
N (-3.51, 1.77, -0.36)
N (-4.61, 1.15, -0.90)
C (-4.32, 0.60, -2.06)
O (-3.21, 0.63, -2.69)
C (-5.45, -0.15, -2.70)
C (-6.67, -0.34, -2.05)
C (-7.67, -1.09, -2.64)
C (-7.47, -1.67, -3.89)
C (-6.27, -1.47, -4.55)
C (-5.27, -0.72, -3.96)
C (-1.38, 3.45, 0.72)
O (-1.11, 3.00, -0.45)
H (2.04, 5.22, -0.51)
H (0.71, 4.16, -1.03)
H (1.91, 3.57, 0.12)
H (-0.08, 5.45, 3.17)
H (-2.11, 4.68, 4.40)
H (-3.77, 3.27, 3.20)
H (-4.63, 2.35, 1.26)
H (-6.79, 0.11, -1.07)
H (-8.61, -1.25, -2.12)
H (-8.25, -2.28, -4.34)
H (-6.11, -1.92, -5.52)
H (-4.31, -0.57, -4.45)
C (1.34, 1.47, -1.78)
C (2.28, -0.50, -0.49)
C (3.05, -0.27, 0.82)
C (2.13, -2.15, -2.22)
O (0.88, -0.55, -0.17)
Si (0.03, -1.62, 0.75)
S (-1.98, -1.30, 0.33)
O (0.46, -1.47, 2.34)
C (-0.03, -0.64, 3.40)
C (-0.26, 0.79, 2.93)
C (1.06, -0.66, 4.47)
C (-1.32, -1.24, 3.95)
O (0.37, -3.18, 0.38)
C (0.98, -4.29, 1.02)
C (1.22, -5.32, -0.07)
C (0.01, -4.85, 2.07)
C (2.31, -3.92, 1.68)
H (1.63, 2.31, -2.39)
H (0.86, 1.82, -0.87)
H (-0.11, 1.36, -3.16)
H (4.11, -0.15, 0.62)
H (2.90, -1.11, 1.51)
H (2.65, 0.63, 1.28)
H (2.26, -1.33, -2.93)
H (1.07, -2.39, -2.14)
H (2.69, -3.03, -2.56)
H (0.63, 1.17, 2.41)
H (-0.48, 1.45, 3.77)
H (-1.10, 0.82, 2.23)
H (1.99, -0.25, 4.07)
H (1.25, -1.69, 4.79)
H (0.75, -0.07, 5.34)
H (-2.05, -1.32, 3.15)
H (-1.73, -0.61, 4.75)
H (-1.13, -2.24, 4.36)
H (0.28, -5.55, -0.57)
H (1.64, -6.24, 0.35)
H (1.91, -4.91, -0.81)
H (-0.92, -5.15, 1.59)
H (-0.22, -4.07, 2.80)
H (0.45, -5.70, 2.58)
H (2.94, -3.42, 0.95)
H (2.81, -4.82, 2.05)
H (2.14, -3.24, 2.52)
O (3.35, 3.05, -3.04)
C (4.27, 2.08, -2.64)
C (5.60, 2.33, -2.91)
C (6.62, 1.44, -2.59)
C (6.23, 0.22, -2.05)
C (4.90, -0.05, -1.77)
C (3.82, 0.89, -1.95)
C (2.52, 0.62, -1.49)
O (2.68, -1.79, -0.96)
O (0.27, 0.74, -2.54)
H (3.86, 3.79, -3.37)
H (5.84, 3.28, -3.38)
H (7.66, 1.68, -2.79)
H (6.97, -0.55, -1.85)
H (4.66, -1.03, -1.39)

Results
**Energy above the lowest of the compared OMol25 structures with the same formula, charge and spin**: 32.39 kcal/mol
**Charge**: -2
**Orbital gap**: 4.89 eV
**HOMO energy**: -0.5 eV

Results of the Mulliken charge analysis, in e, for atoms 1 through 8:
1. Cd 2.3496
2. C -0.4797
3. O -0.5302
4. C 0.1976
5. C -0.5091
6. C -0.7033
7. C -0.7755
8. C 0.7823


Max |F| for the records above, in order: 0.832; 1.896; 4.212; 1.303 eV/A